The following is a DFT calculation (wB97M-V/def2-TZVPD) of a cluster of 12 separate species, C69H163O37P in total at a distorted geometry.

Properties
HOMO energy	-9.1	eV
ΔE to the lowest compared entry with this formula, charge and spin	317.2	kcal per mole
gap between HOMO and LUMO	9.51	eV
SMILES string	COP(=O)(OC)OC.COCCOCCOC.COCCOCCOC.COCCOCCOC.COCCOCCOC.COCCOCCOC.COCCOCCOC.COCCOCCOC.COCCOCCOC.COCCOCCOC.COCCOCCOC.COCCOCCOC
LUMO level	0.38	eV

ORCA input file:
```
! wB97M-V def2-TZVPD RIJCOSX def2/J DEFGRID3
* xyz 0 1
P 8.73950 -8.17127 -4.23174
O 4.39760 8.38938 8.65974
O 6.70486 -0.11777 3.55570
O 9.69023 -7.04533 -4.41687
O -5.31714 -3.28616 9.78730
O 8.65804 -8.72724 -2.69024
O -0.15784 -7.42171 6.08567
O 16.53712 9.06564 -2.72535
O -11.98201 -1.55159 4.00977
O -7.35760 -4.17899 11.82491
O 2.82686 9.64596 6.52559
O 9.05700 -9.47966 -5.07507
O -0.72352 -0.70635 0.11184
O -0.42325 -9.28836 -6.60704
O -0.12365 2.61305 1.12454
O -6.17185 -8.56214 4.50592
O -1.85357 7.59370 -6.18074
O 1.93670 -2.03538 -0.76255
O 0.70460 -0.40908 -10.55713
O 2.85370 7.51842 -7.22782
O -10.49559 3.38038 6.38448
O -10.62899 2.66923 -5.73854
O 7.27847 -7.85952 -4.79575
O -1.39432 -0.69424 -12.87306
O -11.20349 4.62976 -2.51233
O -7.58271 0.87631 -5.42719
O -9.66905 1.29643 4.34704
O 11.47383 9.41180 0.02718
O -8.97460 -6.26544 12.76150
O 2.41757 5.24294 9.15636
O -2.48654 1.66189 -13.22889
O 13.98575 10.91893 -1.18029
O 0.22203 9.08573 -7.76435
O 9.33798 -0.06137 0.90749
O 8.53515 -2.91303 3.72948
O -0.29768 -12.58335 -2.61836
O -1.55577 -10.05983 -3.96303
O -2.61781 -8.12867 4.97515
C -10.18778 3.63807 7.70377
C 3.57245 6.72152 -6.31161
C -10.77852 -0.85542 3.97800
C -1.73677 -9.00185 -6.22944
C -2.55836 -8.18672 6.39610
C 10.98089 8.13006 -0.01555
C 3.89909 7.15017 8.22918
C 9.60030 -2.97558 4.70052
C -1.61778 8.90661 -5.63575
C -9.37481 3.50558 5.44493
C 0.04049 7.67375 -7.82875
C 6.97769 -7.11722 -5.91875
C -1.54166 -12.73496 -1.91253
C 1.87980 10.54778 6.01156
C -10.84030 0.62048 4.55766
C -1.92527 -8.86651 -4.61216
C 8.64084 -7.71481 -1.60354
C 15.16718 10.11741 -1.05719
C -10.61004 5.86836 -1.96254
C -7.00894 -0.17640 -4.71968
C 4.13443 10.19604 6.98227
C -3.40319 0.57840 -13.19763
C -5.01704 -7.74870 4.59185
C -9.20255 2.45795 -5.66672
C -1.39523 -7.23265 6.83529
C -13.17778 -1.03069 3.46234
C -2.50666 -0.54966 -13.65976
C -9.57855 2.70432 4.12501
C -0.15715 -1.51294 -11.00950
C 16.97467 9.06995 -4.12049
C 0.95074 -2.51339 0.04625
C 8.86004 -0.08229 2.22544
C -10.83635 4.33453 -3.87096
C 0.23949 3.88811 0.75064
C 7.36239 -0.42282 2.31107
C 13.39119 10.96343 0.15864
C -1.13947 0.51756 0.73263
C -7.90464 -5.02196 10.82350
C -9.97291 -5.35103 12.97394
C -5.97146 -4.03113 11.97414
C 2.91795 6.57364 9.35332
C 1.86039 5.07856 7.89210
C 12.76187 9.66133 0.65959
C -0.28831 -9.41291 -8.05798
C 0.20854 -8.72579 5.59533
C -0.23856 -10.41280 -3.94130
C 1.66358 -1.38339 -1.98373
C 0.17918 -11.18010 -2.67992
C -5.37629 -2.85661 11.11026
C -11.30238 3.01724 -4.49024
C -8.65347 1.39419 -4.73667
C 15.96710 10.28288 -2.37988
C -6.49015 -9.33996 5.61922
C -3.11853 2.90087 -12.92210
C 1.51531 9.53504 -7.98338
C -1.53298 -1.15903 -11.54136
C 7.16831 -2.65334 4.18847
C 4.98092 9.08621 7.53460
C 6.93686 -1.14294 4.59934
C -3.77844 -8.61379 4.28206
C 2.70769 8.97974 -7.07592
C -8.43291 -6.34833 11.43041
C -1.43667 7.46543 -7.55357
C 0.21575 -1.49965 0.83994
C 9.45942 -1.44839 0.44998
C 0.93811 0.72720 -11.41088
C 10.20503 -10.31371 -4.96354
C -5.81436 -2.33303 8.85617
C -0.36819 1.71273 0.04764
H -5.72970 -2.88473 7.91993
H 9.30636 -0.71820 2.98998
H 7.20895 -6.06884 -5.73030
H 6.18723 -1.04729 5.38483
H 9.40548 -6.93825 -1.62322
H -6.55505 -8.64319 6.45492
H 0.63554 -9.93824 -8.30013
H 1.24338 -11.38011 -2.55509
H -3.83186 -9.67663 4.51790
H 6.48015 -2.77647 3.35218
H 5.24602 8.49638 6.65715
H -5.98671 -0.45860 -4.97167
H -1.13503 -7.39692 7.88096
H -5.52818 -4.98354 11.68342
H 1.60601 10.61827 -8.06396
H -6.94402 -0.05265 -3.63866
H -0.22069 -2.25339 -10.21215
H -9.20141 -6.77784 10.78773
H -7.43850 -9.85545 5.46759
H 3.41004 7.33024 7.27184
H -1.57947 -6.17650 6.63859
H -1.53370 -7.98526 -4.10405
H 3.30914 6.41972 10.35900
H -12.94711 -0.59829 2.48873
H -0.99259 -10.21713 -8.27082
H 0.50068 1.36560 -0.51152
H -11.07692 3.40325 8.28891
H 10.18307 -10.93388 -4.06744
H -3.02042 -1.49485 -13.83518
H 1.47406 -3.00688 0.86522
H -0.54966 9.10688 -5.72006
H 2.48510 -0.77236 -2.35769
H 6.87744 -3.26349 5.04358
H -1.13330 0.45656 1.82091
H 3.37294 6.98270 -5.27234
H 4.74751 6.48576 8.06537
H 2.59347 9.16054 -6.00710
H 0.46189 7.17924 -6.95355
H -10.14289 -5.34074 14.05056
H 16.42969 9.70707 -4.81703
H -2.95583 -8.76371 -4.27234
H -2.14487 -0.53901 -10.88617
H -8.43436 3.21162 5.91102
H -5.73851 -10.08504 5.87997
H -10.42962 2.98701 3.50544
H 5.87961 9.58488 7.89762
H -2.20495 9.61656 -6.21827
H 10.54134 -3.21330 4.20450
H 15.85735 10.38849 -0.25827
H -0.57379 -9.19316 4.99733
H 4.67482 10.44414 6.06875
H 4.63557 6.86395 -6.50549
H 15.44765 10.75957 -3.21117
H 1.53811 -2.20719 -2.68638
H -2.42660 -9.73724 -6.64351
H -3.83740 0.26470 -12.24833
H 1.76503 9.37094 -9.03162
H 16.76560 10.93065 -2.01809
H -5.32156 -1.36461 8.77007
H -9.16039 4.53135 5.14507
H 0.44920 7.12495 -8.67722
H -8.88222 2.13546 -6.65743
H 1.61817 11.26787 6.78688
H -10.85807 -5.68896 12.43508
H -10.99314 5.95141 -0.94546
H -1.05649 2.13781 -0.68287
H -9.33683 0.57517 -4.51229
H 5.91229 -7.06701 -6.14350
H -0.45989 4.24616 -0.00486
H -0.04267 1.19021 -11.51948
H -6.88187 -2.13834 8.95920
H 9.98155 -1.63871 -0.48771
H 6.76608 0.26460 1.71109
H -8.37849 1.83308 -3.77758
H 3.65323 9.43552 -7.36974
H 4.03726 11.11876 7.55432
H -1.67043 -12.27702 -0.93181
H -10.38858 -0.99125 2.96925
H -0.08131 -10.60219 -1.79320
H -8.70850 2.83272 3.48109
H -9.75654 4.44396 -3.97175
H -5.95521 -1.93988 11.22229
H -0.36461 -8.65112 -8.83384
H 9.61085 -2.14235 5.40317
H -1.75844 6.42406 -7.56491
H 8.47761 -1.89593 0.29560
H -5.24637 -7.20518 3.67528
H 14.00038 11.28493 1.00340
H -11.08551 0.67378 5.61838
H 7.89636 -0.76436 4.95168
H 9.50641 -3.66530 5.53931
H 7.47472 -7.37461 -6.85407
H -3.48979 -7.86276 6.86042
H -9.30317 3.09422 8.03513
H -2.40623 -9.24463 6.61010
H -10.05329 -1.41437 4.56936
H -0.05123 -11.07008 -4.79042
H -2.07456 -2.10305 -11.48132
H -10.09086 4.71850 7.81047
H -3.56829 3.01847 -11.93620
H -1.87224 8.92534 -4.57605
H -2.39829 3.71753 -12.87286
H -8.65887 -4.38778 10.35762
H -3.98089 3.11100 -13.55477
H 13.49994 8.87575 0.49765
H -13.71264 -0.34592 4.12046
H -9.73299 -4.35986 12.58910
H -4.13101 0.65336 -14.00556
H 2.19687 11.12729 5.14453
H 8.83197 -8.20704 -0.64999
H -12.37147 3.18127 -4.62523
H -1.77229 -13.80020 -1.89925
H -0.24306 -1.96035 1.71478
H 2.66817 5.33907 7.20820
H 1.00329 -0.85347 1.22764
H 11.08762 -9.78284 -4.60673
H -5.74759 -3.73007 12.99754
H 7.17017 -1.41104 1.89324
H 1.18143 -8.85194 5.12028
H 1.52375 1.41518 -10.80112
H 10.29734 -10.96830 -5.83019
H 18.04677 9.25912 -4.17456
H -11.15923 2.15250 -3.84230
H -11.60906 1.13125 3.97780
H -3.61108 -8.52907 3.20832
H 2.08452 7.21295 9.64449
H -5.05156 -7.12038 5.48186
H -9.52016 5.87384 -1.94664
H -7.64628 -1.05797 -4.78835
H 0.38989 -1.82555 -11.89895
H 10.99928 7.77857 1.01606
H -2.27875 -12.23891 -2.54398
H -10.99831 6.72228 -2.51765
H 16.91398 8.01790 -4.39906
H -4.38678 -2.66541 11.52550
H 10.00123 -2.11638 1.11956
H -2.08470 -0.20572 -14.60408
H 12.66727 11.76480 0.01077
H 9.10366 0.89091 2.65160
H 1.65342 4.03025 7.67692
H 12.56720 9.69972 1.73138
H 3.41650 5.65838 -6.49468
H 1.26243 3.87610 0.37444
H 1.54665 0.72443 -12.31520
H -2.18689 0.74550 0.53501
H -7.76383 -7.20568 11.50375
H -2.01066 -8.05972 -6.70427
H -11.17468 5.16474 -4.49095
H 0.64446 -1.00633 -2.06932
H 11.76402 7.50348 -0.44242
H 0.94843 10.09361 5.67337
H 0.11920 4.67429 1.49599
H 7.73677 -7.12124 -1.73933
H 0.16301 -9.19095 6.58004
H -2.05830 7.95038 -8.30622
H -7.17252 -5.34074 10.08155
H 0.38488 -9.51869 -3.93990
H 14.85535 9.07899 -0.94522
H 10.07049 7.90721 -0.57198
H -8.62442 3.38185 -5.64988
H -13.81997 -1.89945 3.31761
H 0.50684 -3.20243 -0.67228
H 1.11299 5.85819 7.74487
*
```